Here is a gas-phase ion, C4H11N2O2 (charge +1) in a non-equilibrium geometry from the Open Molecules 2025 dataset. Energies are from ωB97M-V/def2-TZVPD.

Values from the calculation:
- E_tot (Ha) = -418.73572
- HOMO energy (eV) = -13.772
- SMILES string = CNC(=O)[C@@H]([NH3+])CO
- gap between HOMO and LUMO (eV) = 10.44

The geometry in ORCA input format:
```
! RIJCOSX wB97M-V def2-TZVPD def2/J DEFGRID3
* xyz 1 1
C 1.327 -0.860 2.044
N 1.400 0.361 1.215
C 0.298 0.888 0.627
O 0.169 2.121 0.765
C -0.605 0.119 -0.264
N -1.486 1.240 -0.854
C 0.090 -0.685 -1.435
O -0.949 -1.136 -2.263
H 2.299 -1.095 2.500
H 0.969 -1.740 1.492
H 0.517 -0.776 2.783
H 1.926 1.152 1.623
H -1.224 -0.667 0.237
H -2.450 1.036 -0.582
H -1.415 1.214 -1.906
H -1.445 2.226 -0.545
H 0.610 0.113 -1.970
H 0.753 -1.454 -0.966
H -0.782 -2.056 -2.501
*
```